1.
Formula: C9H12FNO2
Source: OMol25
Level of theory: wB97M-V/def2-TZVPD

The value obtained for the largest force on an atom is 0.09911 hartree/bohr. The relative energy (zero: lowest compared OMol25 entry of this formula, charge and spin) is 403.0 kJ/mol. As for the spin multiplicity: 1. The net charge is 0. The value obtained for the HOMO-LUMO gap is 9.16 eV.

Each line ends with the Mulliken charge.
CARTESIAN COORDINATES (ANGSTROEM)
C  -3.50432  -1.12647  -0.09635  -0.783
N  -2.96828  0.09578  0.51048  -0.371
C  -1.50700  -0.29505  0.65909  -0.718
C  -0.80080  0.31343  -0.63531  0.275
O  -1.26236  1.69761  -0.69001  -0.593
C  0.77603  0.30531  -0.27116  0.099
C  1.28364  1.57120  -0.12012  -0.646
C  2.64629  1.73592  0.17911  -0.401
C  3.56024  0.63490  0.14027  -0.630
C  2.97405  -0.55979  -0.02005  0.348
O  3.69524  -1.71650  0.10282  -0.546
C  1.57177  -0.74960  -0.47108  0.349
F  0.88519  -1.91212  -0.65185  -0.285
H  -2.81147  -1.53190  -1.00386  0.255
H  -4.47133  -0.67331  -0.87676  0.273
H  -3.81991  -2.13270  0.69075  0.267
H  -3.58508  0.19162  1.36988  0.277
H  -1.05554  0.31228  1.53542  0.353
H  -1.30982  -1.37204  0.91606  0.289
H  -1.04229  -0.41232  -1.50935  0.300
H  -2.22365  1.40801  -0.47590  0.454
H  0.63993  2.34430  -0.51037  0.452
H  3.26141  2.73101  0.27067  0.203
H  4.62995  0.69789  0.16961  0.429
H  4.43810  -1.55748  0.78804  0.350

Atoms 1-3, force components in eV/Å:
-3.045 -1.270 -3.884
0.075 -2.818 0.942
0.703 2.382 2.028

2.
Formula: C3H7NO
Source: OMol25
Level of theory: wB97M-V/def2-TZVPD

The value obtained for the largest force on an atom is 0.01422 hartree/bohr. The relative energy (zero: lowest compared OMol25 entry of this formula, charge and spin) is 87.6 kJ/mol. As for the spin multiplicity: 1. The net charge is 0. The value obtained for the HOMO-LUMO gap is 11.16 eV.

Each line ends with the Mulliken charge.
CARTESIAN COORDINATES (ANGSTROEM)
C  1.67800  0.95513  0.07083  -0.621
N  1.38622  0.05802  -1.01354  -0.318
C  0.49138  -0.20349  -1.77001  0.633
O  -0.31508  -0.54520  -2.55755  -0.482
H  1.15152  1.90785  -0.04268  0.291
H  2.75260  1.14868  0.09337  0.257
H  1.38812  0.50118  1.02375  0.257
C  -1.70339  -0.76321  0.84098  -0.882
H  -1.45875  -0.42252  -0.16707  0.067
H  -1.09253  -1.63404  1.09118  0.248
H  -2.75978  -1.03906  0.86812  0.307
H  -1.51830  0.03666  1.56261  0.242

Atoms 1-3, force components in eV/Å:
0.026 0.160 0.191
-0.431 -0.216 -0.491
-0.005 -0.048 -0.081

3.
Formula: C49H108F12N3O15P2S4
Source: OMol25
Level of theory: wB97M-V/def2-TZVPD

The value obtained for the largest force on an atom is 0.10452 hartree/bohr. As for the spin multiplicity: 2. The net charge is +2. The value obtained for the HOMO-LUMO gap (alpha / beta) is 8.00 / 3.70 eV.

Each line ends with the Mulliken charge.
CARTESIAN COORDINATES (ANGSTROEM)
C  -0.23832  -1.20060  -6.15894  -0.906
C  0.90337  -2.15890  -6.53466  0.380
O  1.78888  -2.48662  -5.76027  -0.410
N  0.78260  -2.68035  -7.97526  -0.052
H  0.35718  -3.58949  -7.86307  0.365
H  0.14494  -2.16904  -8.56860  0.422
C  2.13836  -2.93538  -8.63375  -0.710
H  0.07631  -0.39362  -6.82067  0.456
H  -0.22177  -0.66553  -5.20945  0.044
H  -1.22541  -1.49597  -6.51463  0.466
H  1.99709  -3.12063  -9.69856  0.390
H  2.55871  -3.77779  -8.08443  0.331
H  2.85614  -2.11661  -8.58368  0.240
C  0.06929  -0.53278  -0.21179  -0.411
N  0.54277  0.66767  -1.02832  1.187
C  -0.70982  1.58138  -1.39760  -1.000
C  1.55682  1.54555  -0.20019  -0.959
C  1.32452  0.22832  -2.29393  -0.281
C  2.41480  -0.87016  -2.12827  0.023
O  3.61562  -0.30010  -1.65345  -0.279
H  -0.85086  -0.29461  0.32180  -0.107
H  0.94259  -0.66549  0.42683  0.122
H  -0.08932  -1.39302  -0.86211  0.128
H  -0.25707  2.46604  -1.84536  0.351
H  -1.21509  1.77351  -0.45109  0.089
H  -1.35174  0.99321  -2.05342  0.483
H  0.98383  1.97507  0.62158  0.593
H  1.98748  2.43030  -0.66906  0.256
H  2.36240  0.95559  0.23695  0.087
H  1.74646  1.14900  -2.69694  0.360
H  0.55270  -0.22782  -2.91388  0.026
H  2.57174  -1.34086  -3.09879  0.348
H  2.10118  -1.75949  -1.58161  -0.513
H  4.12696  -0.19707  -2.45938  0.579
C  8.18422  2.22831  -2.84364  -0.760
N  7.41969  3.01117  -1.78146  0.129
C  7.58836  2.34221  -0.39003  -1.044
C  7.83986  4.48791  -1.72338  -0.975
C  5.85873  2.92769  -2.04358  -0.665
C  4.92747  3.70861  -1.13810  -0.806
O  4.71538  3.33251  0.20923  -0.439
H  8.10653  2.91418  -3.68723  0.403
H  7.63903  1.29121  -2.95641  0.344
H  9.21916  2.10402  -2.52496  0.302
H  7.09869  1.37197  -0.30660  0.337
H  7.09496  2.79905  0.46785  0.408
H  8.66011  2.26768  -0.20590  0.486
H  7.48824  5.01660  -2.60935  0.344
H  8.89468  4.39223  -1.46587  0.435
H  7.55082  4.78035  -0.71391  0.380
H  5.52535  1.89652  -1.92679  0.289
H  5.73821  3.33025  -3.04933  0.633
H  3.94537  3.72582  -1.61064  0.382
H  5.10664  4.77940  -1.23502  0.449
H  3.91938  3.82227  0.42858  0.343
C  -4.86777  -1.99317  -2.36957  -0.987
C  -5.63184  -2.26438  -1.01800  -0.637
C  -6.04487  -0.93969  -0.44993  -0.766
C  -4.92046  0.20951  -0.20326  -0.123
P  -5.62712  1.92416  -0.24750  0.795
C  -4.25819  3.06537  -0.40337  -0.167
C  -4.66460  4.56426  -0.13948  -0.632
C  -3.37847  5.43510  -0.26188  -0.347
C  -3.09499  6.01945  -1.58886  -1.417
C  -6.82866  2.11548  -1.55741  -1.744
C  -6.37705  1.95609  -2.91797  -0.039
C  -7.53034  1.59631  -3.82671  -0.773
C  -8.79543  2.49464  -3.72437  -1.210
C  -6.49380  2.11281  1.34302  -1.466
C  -5.78115  2.18005  2.62969  0.189
C  -6.60827  2.16310  3.92425  -0.615
C  -7.44608  3.40966  4.15149  -1.319
H  -3.81816  -1.73510  -2.22881  0.168
H  -5.44947  -1.42546  -3.09581  0.185
H  -4.93542  -2.93629  -2.91183  0.500
H  -4.89692  -2.81151  -0.42754  0.179
H  -6.41993  -2.95184  -1.32523  0.453
H  -6.63297  -1.04510  0.46173  0.409
H  -6.71396  -0.52169  -1.20205  0.220
H  -4.14523  0.12610  -0.96494  0.048
H  -4.41356  -0.02800  0.73202  0.568
H  -3.96693  2.89774  -1.44027  0.305
H  -3.50398  2.71578  0.30165  0.114
H  -4.95904  4.46710  0.90549  0.234
H  -5.55276  4.97787  -0.61718  0.523
H  -2.48094  4.88607  0.02292  0.183
H  -3.47370  6.36086  0.30557  0.429
H  -2.84371  5.28259  -2.35175  0.293
H  -2.24762  6.69743  -1.48686  0.398
H  -3.90747  6.53353  -2.10237  0.326
H  -7.21718  3.12650  -1.43499  0.949
H  -7.65141  1.47798  -1.23372  0.761
H  -5.64280  1.15055  -2.90854  -0.071
H  -5.86483  2.81790  -3.34578  0.368
H  -7.62538  0.52605  -3.64339  0.299
H  -7.19148  1.61917  -4.86244  0.434
H  -9.60445  2.25831  -4.41555  0.418
H  -8.59468  3.50971  -4.06707  0.342
H  -9.19927  2.51281  -2.71211  0.261
H  -7.32399  1.40993  1.27344  0.683
H  -6.95625  3.09251  1.22283  0.737
H  -5.24880  3.12552  2.52578  0.157
H  -4.97566  1.44658  2.59365  -0.187
H  -5.93857  2.12337  4.78333  0.195
H  -7.18569  1.24613  4.04195  0.477
H  -8.16437  3.32171  4.96661  0.406
H  -7.99507  3.70836  3.25847  0.303
H  -6.80676  4.22365  4.49326  0.329
C  -2.16355  -3.54749  2.10774  -1.622
C  -0.85990  -4.09799  2.58317  0.659
C  -0.55501  -3.69553  4.06145  -0.691
C  0.84754  -4.13318  4.53266  -0.619
P  2.11663  -2.90499  4.74270  0.891
C  2.45606  -1.89816  3.26376  0.203
C  3.08629  -0.49016  3.33005  -1.039
C  4.38457  -0.26126  2.39571  0.076
C  5.18132  0.96871  2.89999  -1.401
C  1.58612  -1.63799  5.98998  -0.974
C  0.95512  -2.09572  7.34127  -0.629
C  0.58048  -0.82665  8.08415  -0.181
C  -0.21110  -1.09427  9.48049  -1.389
C  3.77640  -3.65757  5.21265  -1.057
C  4.45197  -4.52297  4.13927  -0.553
C  4.03153  -6.05268  4.19514  -0.289
C  5.03260  -6.89806  3.33424  -1.329
H  -2.99663  -3.78831  2.76811  0.424
H  -2.39551  -3.91640  1.10863  0.495
H  -1.95590  -2.48654  1.96858  0.059
H  -0.14354  -3.65750  1.88971  -0.520
H  -0.99500  -5.14322  2.30506  0.527
H  -1.15264  -4.43045  4.60075  0.679
H  -0.93414  -2.74292  4.43146  -0.032
H  1.25070  -5.02074  4.04502  0.032
H  0.68980  -4.50739  5.54419  0.620
H  1.46804  -1.91852  2.80386  0.119
H  3.12701  -2.47875  2.63063  -0.022
H  3.46492  -0.20179  4.31066  0.514
H  2.33504  0.26150  3.08768  0.331
H  3.98049  -0.19092  1.38582  -0.117
H  5.01660  -1.14899  2.37191  0.487
H  5.86098  1.30796  2.11828  0.162
H  5.68208  0.91576  3.86670  0.420
H  4.57363  1.87253  2.94403  0.356
H  0.91346  -0.94163  5.48926  0.267
H  2.50265  -1.11108  6.25538  0.682
H  1.52735  -2.77837  7.96947  0.356
H  0.03670  -2.59616  7.03440  0.342
H  -0.10016  -0.24513  7.46234  -0.032
H  1.39904  -0.13597  8.28672  0.404
H  -1.02717  -1.77543  9.23934  0.347
H  -0.81936  -0.24016  9.77821  0.406
H  0.36337  -1.40674  10.35253  0.351
H  3.54182  -4.29221  6.06723  0.620
H  4.41943  -2.84658  5.55456  0.557
H  5.52386  -4.40388  4.29728  0.526
H  4.35475  -4.11080  3.13490  0.114
H  3.03738  -6.21247  3.77772  0.128
H  3.78719  -6.32949  5.22070  0.526
H  5.01746  -7.90448  3.75255  0.370
H  6.09064  -6.63620  3.32497  0.365
H  4.66645  -6.95625  2.30923  0.232
C  3.92206  0.11186  -6.58474  0.508
F  4.09605  0.78233  -7.64388  -0.217
F  2.68593  0.29245  -6.15117  -0.202
F  4.09572  -1.14325  -6.86260  -0.216
S  5.21893  0.67340  -5.17004  1.212
O  4.71133  0.05446  -3.97484  -0.815
O  6.56872  0.12949  -5.46009  -0.716
O  5.21745  2.11864  -5.14626  -0.734
C  2.14070  -4.51853  -0.06693  0.511
F  0.88046  -4.58451  -0.70566  -0.243
F  2.39362  -3.25254  0.18537  -0.088
F  2.10889  -5.24966  1.09135  -0.150
S  3.53650  -5.19512  -1.21843  1.189
O  3.73522  -4.29324  -2.31817  -0.380
O  4.74209  -5.54875  -0.40612  -0.446
O  3.00996  -6.41830  -1.80241  -0.407
C  -2.73412  2.04838  -6.42914  0.479
F  -2.13688  2.96327  -7.18201  -0.211
F  -4.09309  2.26564  -6.46859  -0.212
F  -2.35088  0.82636  -6.85214  -0.179
S  -2.06354  2.43200  -4.56628  0.984
O  -1.69186  3.83406  -4.60056  -0.707
O  -3.10698  2.10779  -3.61215  -0.632
O  -0.87137  1.59463  -4.28291  -0.641
C  -2.13270  0.67972  4.87006  0.461
F  -1.54401  1.48543  5.75699  -0.231
F  -1.63762  -0.49706  4.88234  -0.252
F  -3.46427  0.64598  5.02598  -0.192
S  -1.80627  1.50775  3.13873  1.000
O  -2.58167  0.73234  2.16103  -0.547
O  -2.23369  2.89736  3.28007  -0.728
O  -0.38858  1.40157  2.93020  -0.553

Atoms 1-3, force components in eV/Å:
1.299 0.078 -1.788
0.115 0.626 4.725
-2.050 0.175 -3.520

4.
Formula: C35H37N2OP2PtS4
Source: OMol25
Level of theory: wB97M-V/def2-TZVPD

The value obtained for the largest force on an atom is 0.06155 hartree/bohr. The relative energy (zero: lowest compared OMol25 entry of this formula, charge and spin) is 14.2 kJ/mol. As for the spin multiplicity: 5. The net charge is +3. The value obtained for the HOMO-LUMO gap (alpha / beta) is 7.99 / 4.61 eV.

Each line ends with the Mulliken charge.
CARTESIAN COORDINATES (ANGSTROEM)
Pt  0.00699  -1.49601  0.31130  0.237
O  0.20664  -2.49271  2.04604  -0.593
N  1.18133  -3.44240  1.93027  0.361
C  1.09111  -4.39057  2.91360  -0.279
C  2.05464  -5.43554  2.96907  -0.672
C  3.02686  -5.44291  1.94779  -0.293
C  2.96905  -4.48756  0.93400  -0.600
C  2.03042  -3.48893  0.91190  0.708
S  1.96398  -2.45088  -0.54207  -0.204
H  0.27023  -4.20951  3.58058  0.531
H  2.09790  -6.12850  3.82737  0.401
H  3.95219  -6.06918  1.99929  0.377
H  3.76871  -4.49086  0.15980  0.354
C  -0.26046  3.80149  7.02643  -0.857
C  0.56849  3.38840  5.82580  -0.465
S  -0.28415  2.35893  4.54450  0.023
C  0.73390  0.86333  4.47986  -0.358
C  0.05122  -0.25997  5.30117  -0.377
S  -1.58724  0.45685  5.81774  0.015
C  -1.68155  0.39174  7.64583  -0.554
C  -1.83857  1.73975  8.29615  -0.856
S  -0.26991  2.68339  8.44660  -0.037
H  -1.26792  4.09709  6.76936  0.444
H  0.16732  4.72084  7.49522  0.391
H  1.38522  2.74436  6.19388  0.404
H  0.76193  4.33581  5.26096  0.382
H  1.75176  1.06427  4.87815  0.487
H  0.84299  0.56789  3.43427  -0.020
H  0.74619  -0.48198  6.17348  0.365
H  -0.20318  -1.14935  4.73723  0.283
H  -0.74370  0.01781  8.05644  0.364
H  -2.48654  -0.24763  7.92781  0.498
H  -2.18242  1.55072  9.26580  0.442
H  -2.60993  2.31958  7.80155  0.404
N  -0.15294  -0.86840  -2.92269  -0.117
P  -0.55347  -0.15779  -1.38255  0.492
C  -0.20355  1.62181  -1.25745  0.977
C  0.34666  2.16627  -0.07025  -0.424
C  0.49243  3.51398  0.15107  -0.670
C  0.07221  4.40000  -0.91958  -0.474
C  -0.51706  3.91315  -2.08138  -0.943
C  -0.65228  2.50218  -2.24472  -0.219
C  -2.36675  -0.33980  -1.39120  0.128
C  -2.93966  -1.49137  -1.91870  -0.008
C  -4.32828  -1.54205  -2.27838  -0.720
C  -5.16026  -0.51102  -1.83795  -0.439
C  -4.60351  0.61892  -1.16680  -0.737
C  -3.19750  0.75337  -1.00657  -0.685
P  1.21998  -1.46466  -3.75219  0.275
C  0.48666  -1.82090  -5.35595  0.216
C  -0.56459  -2.73972  -5.42499  -0.147
C  -1.21305  -3.08854  -6.61267  -0.760
C  -0.89090  -2.36020  -7.76557  -0.405
C  0.17938  -1.43168  -7.71059  -0.558
C  0.91617  -1.23211  -6.55192  -0.363
C  2.10423  0.04576  -3.98041  0.381
C  3.46964  -0.03983  -3.77134  -0.272
C  4.24155  1.12346  -3.60383  -0.688
C  3.57719  2.36968  -3.74344  -0.501
C  2.22795  2.42652  -4.15873  -0.737
C  1.53495  1.26635  -4.42867  -0.108
H  -1.01740  -0.92576  -3.44738  0.557
H  0.59055  1.49274  0.73617  0.160
H  0.90154  3.89836  1.05820  0.522
H  0.10896  5.46192  -0.67647  0.419
H  -0.99579  4.52361  -2.85598  0.486
H  -1.32033  2.12680  -3.01664  0.443
H  -2.29499  -2.32857  -2.14656  0.563
H  -4.73643  -2.40515  -2.82886  0.396
H  -6.23916  -0.66170  -1.98421  0.396
H  -5.28193  1.44101  -0.95680  0.407
H  -2.73765  1.59406  -0.48182  0.413
H  -0.80836  -3.26612  -4.48530  0.345
H  -2.00939  -3.80971  -6.66497  0.436
H  -1.54683  -2.43154  -8.63224  0.407
H  0.37948  -0.69529  -8.51125  0.372
H  1.73045  -0.47518  -6.52693  0.416
H  3.87005  -1.01347  -3.67903  0.517
H  5.30564  1.05689  -3.45859  0.500
H  4.16469  3.28220  -3.61745  0.447
H  1.73372  3.36142  -4.28259  0.527
H  0.46443  1.20234  -4.72103  0.471

Atoms 1-3, force components in eV/Å:
0.737 1.100 -1.010
0.812 -0.756 0.055
-2.057 -0.437 1.675